Entry 1:
17
Properties=species:S:1:pos:R:3 method="wB97M-V/def2-TZVPD" lumo_energy_ev=-0.4 fmax_ev_per_a=7.3 e_above_lowest_kcal_mol=101.75
H 0.554 -2.921 1.044
N 0.096 -2.707 1.950
C 0.001 -1.435 2.051
C 1.110 -0.550 1.062
O 1.759 0.223 1.726
C 0.339 -0.420 -0.185
O 0.134 -1.597 -0.890
C -0.148 0.806 -0.549
C -0.516 1.111 -1.981
N -0.059 1.926 0.268
H -0.505 -1.039 2.945
H -0.371 -1.396 -1.693
H -1.605 1.167 -2.085
H -0.131 0.376 -2.690
H -0.104 2.080 -2.289
H -0.731 2.661 0.076
H 0.177 1.715 1.241

Entry 2:
35
Properties=species:S:1:pos:R:3 method="wB97M-V/def2-TZVPD" total_charge=-3 lumo_energy_ev="6.8 / 6.8" fmax_ev_per_a=8.7 spin_multiplicity=6
Cr -17.504 -2.673 17.123
Cl -15.028 -1.610 15.359
O -13.802 -0.913 15.681
O -16.287 -0.819 15.368
O -14.863 -2.254 14.102
O -15.298 -2.564 16.369
Cl -21.035 -4.530 17.853
O -20.925 -5.708 18.640
O -21.560 -4.682 16.575
O -21.921 -3.746 18.737
O -19.667 -3.885 17.934
Cl -15.996 -6.159 18.602
O -16.677 -6.641 17.442
O -16.343 -6.926 19.815
O -14.548 -6.232 18.476
O -16.466 -4.793 18.595
B -17.725 -1.045 18.716
H -18.002 -0.005 18.793
H -16.834 -1.228 18.136
H -17.609 -1.497 19.689
H -18.561 -1.499 18.207
C -20.867 -1.457 14.417
N -20.181 -0.980 15.586
O -20.542 0.019 16.192
O -19.164 -1.669 15.890
H -21.918 -1.194 14.544
H -20.833 -2.546 14.426
H -20.347 -0.967 13.594
C -18.374 -5.829 14.159
N -17.332 -4.891 14.491
O -17.740 -4.019 15.219
O -16.185 -5.239 14.267
H -19.398 -5.460 14.092
H -18.418 -6.528 14.995
H -18.052 -6.237 13.201

Entry 3:
91
Properties=species:S:1:pos:R:3 method="wB97M-V/def2-TZVPD" lumo_energy_ev="-1.8 / -1.8" fmax_ev_per_a=1.8
Pb 0.153 0.512 1.065
C -1.001 -0.379 -2.296
C 0.391 -0.444 -2.605
C 0.848 -1.740 -2.224
Si 1.383 0.887 -3.464
C -0.235 -2.443 -1.659
C -1.384 -1.604 -1.675
Si -3.108 -2.061 -1.131
H -1.683 0.437 -2.561
H 1.822 -2.152 -2.400
H -0.210 -3.469 -1.324
Cl 1.771 0.484 3.579
C -4.350 -1.006 -2.030
C -3.399 -3.896 -1.435
C 0.230 1.945 -4.471
C 2.678 0.054 -4.555
H -3.440 -4.072 -2.522
H -4.364 -4.177 -0.989
H -2.621 -4.542 -1.001
H -4.284 0.042 -1.730
H -5.367 -1.352 -1.797
H -4.187 -1.089 -3.110
H 2.179 -0.496 -5.366
H 3.338 -0.650 -4.029
H 3.306 0.837 -5.003
H -0.387 1.315 -5.124
H 0.812 2.630 -5.097
H -0.418 2.546 -3.829
C -3.281 -1.709 0.765
C 2.212 2.022 -2.146
P -1.734 -1.740 1.790
H -4.058 -2.410 1.132
H -3.657 -0.676 0.898
P 2.706 1.175 -0.564
H 1.570 2.876 -1.859
H 3.097 2.454 -2.649
C 3.477 2.557 0.449
C 4.225 0.189 -1.109
C -1.485 -3.568 2.001
C -2.304 -1.149 3.474
C -1.641 0.190 3.804
H -1.885 -1.878 4.167
C -3.805 -1.040 3.680
H -4.208 -0.253 3.026
H -3.956 -0.737 4.724
H -4.327 -1.987 3.517
H -0.549 0.022 3.880
H -1.967 0.568 4.781
H -1.835 0.956 3.042
H -1.467 -3.945 0.957
C -2.619 -4.253 2.771
C -0.145 -3.851 2.684
H -3.590 -4.217 2.250
H -2.708 -3.838 3.783
H -2.338 -5.317 2.878
H 0.705 -3.613 2.034
H -0.124 -4.923 2.915
H -0.047 -3.309 3.640
H 3.832 -0.451 -1.929
C 4.704 -0.680 0.059
C 5.388 1.047 -1.627
H 5.137 1.626 -2.531
H 6.210 0.351 -1.893
H 5.748 1.716 -0.833
H 3.960 -1.438 0.342
H 4.946 -0.062 0.941
H 5.623 -1.187 -0.266
C 2.620 2.823 1.686
C 3.730 3.871 -0.298
H 4.429 2.129 0.785
H 2.788 4.271 -0.684
H 4.456 3.780 -1.117
H 4.139 4.576 0.443
H 1.582 3.089 1.417
H 3.054 3.607 2.306
H 2.578 1.930 2.345
C 1.681 -1.241 1.472
H 1.707 -1.941 0.600
H 2.628 -0.738 1.725
H 1.251 -1.667 2.375
C -2.932 4.562 0.075
C -1.545 4.652 -0.155
C -0.742 3.504 0.028
C -1.343 2.326 0.420
C -2.701 2.204 0.658
C -3.527 3.341 0.459
H -3.545 5.463 0.009
H -1.079 5.615 -0.377
H 0.346 3.612 -0.058
H -3.253 1.330 1.016
H -4.604 3.271 0.674

Entry 4:
117
Properties=species:S:1:pos:R:3 method="wB97M-V/def2-TZVPD" total_charge=+3 lumo_energy_ev=-10.4 fmax_ev_per_a=10.0 e_above_lowest_kcal_mol=141.86
C 5.408 2.428 -3.630
C 4.917 1.745 -2.296
C 5.763 2.350 -1.159
C 5.578 3.840 -0.832
C 4.112 3.923 -0.418
C 3.051 3.471 -1.495
N 3.463 2.132 -2.059
O 2.642 1.486 -3.050
C 2.859 4.494 -2.616
C 1.812 3.310 -0.612
C 5.134 0.187 -2.295
H 5.090 1.893 -4.525
H 6.493 2.350 -3.697
H 5.182 3.495 -3.610
H 6.829 2.307 -1.379
H 5.597 1.799 -0.233
H 5.843 4.463 -1.687
H 6.192 4.088 0.034
H 3.945 4.987 -0.253
H 3.970 3.459 0.558
H 3.798 4.779 -3.089
H 2.496 5.447 -2.231
H 2.232 4.121 -3.426
H 1.899 2.672 0.268
H 0.876 2.950 -1.040
H 1.525 4.280 -0.208
H 4.663 -0.214 -1.397
H 6.171 -0.112 -2.146
H 4.843 -0.148 -3.290
C -1.072 -5.034 7.184
C -0.113 -4.010 6.573
C 0.896 -4.868 5.712
C 1.808 -4.035 4.908
C 1.043 -3.159 3.909
C -0.057 -2.260 4.514
N -0.806 -3.018 5.649
O -1.916 -2.460 6.112
C -1.009 -1.931 3.324
C 0.558 -0.966 5.076
C 0.558 -3.343 7.807
H -0.600 -5.846 7.737
H -1.715 -5.580 6.494
H -1.713 -4.662 7.983
H 0.304 -5.540 5.092
H 1.534 -5.414 6.408
H 2.364 -4.721 4.269
H 2.398 -3.457 5.619
H 0.607 -3.744 3.100
H 1.737 -2.596 3.284
H -1.793 -1.213 3.560
H -1.513 -2.825 2.958
H -0.442 -1.521 2.487
H -0.194 -0.284 5.472
H 1.142 -0.528 4.267
H 1.214 -1.090 5.937
H 0.971 -4.012 8.562
H -0.106 -2.614 8.271
H 1.417 -2.775 7.449
C -6.424 2.541 1.613
C -5.516 2.527 0.315
C -5.111 4.003 0.000
C -4.121 4.327 -1.096
C -2.899 3.523 -0.619
C -3.034 1.953 -0.361
N -4.256 1.784 0.524
O -4.421 0.558 1.185
C -1.761 1.415 0.332
C -3.347 1.270 -1.667
C -6.382 1.795 -0.878
H -7.369 3.085 1.623
H -5.912 2.941 2.488
H -6.663 1.559 2.021
H -4.777 4.539 0.888
H -6.042 4.479 -0.307
H -4.033 5.412 -1.040
H -4.437 4.106 -2.115
H -2.678 4.016 0.327
H -2.101 3.795 -1.311
H -1.423 2.127 1.086
H -0.943 1.137 -0.333
H -1.849 0.558 0.999
H -2.397 1.294 -2.201
H -4.051 1.741 -2.353
H -3.587 0.207 -1.647
H -5.897 2.005 -1.831
H -7.342 2.309 -0.845
H -6.535 0.737 -0.665
C -0.577 -0.238 -4.560
C -0.072 -1.590 -4.863
C 1.404 -1.645 -4.362
C 1.595 -1.641 -2.809
C 0.826 -2.769 -2.135
C -0.641 -2.884 -2.554
N -0.890 -2.649 -4.081
O -2.161 -3.101 -4.588
C -1.362 -1.806 -1.720
C -1.106 -4.300 -2.171
C -0.131 -1.771 -6.414
H -1.628 -0.107 -4.817
H -0.121 0.574 -5.127
H -0.515 0.101 -3.526
H 2.052 -0.894 -4.812
H 1.878 -2.495 -4.853
H 1.288 -0.695 -2.364
H 2.662 -1.711 -2.598
H 0.811 -2.493 -1.080
H 1.386 -3.683 -2.337
H -1.118 -0.750 -1.832
H -1.158 -2.033 -0.673
H -2.440 -1.844 -1.873
H -0.752 -4.721 -1.230
H -0.871 -5.065 -2.912
H -2.176 -4.410 -1.994
H -1.131 -1.730 -6.846
H 0.402 -2.656 -6.759
H 0.467 -0.983 -6.872
Br 1.499 -0.227 0.730

Entry 5:
61
Properties=species:S:1:pos:R:3 method="wB97M-V/def2-TZVPD" lumo_energy_ev=0.6 fmax_ev_per_a=1.2 e_above_lowest_kcal_mol=0.00 smiles="CC(C)C[C@H](C)CO[C@H]1CNC(=O)C1.C1CCOC1.C1CCOC1"
C -0.700 -2.168 1.124
C -0.186 -1.609 -0.200
C -0.283 -2.649 -1.323
C -0.834 -0.270 -0.567
C -2.268 -0.384 -1.126
C -2.400 0.414 -2.435
C -3.250 0.189 -0.102
O -4.603 -0.171 -0.289
C -4.855 -1.538 -0.177
C -6.079 -1.928 0.631
N -6.234 -3.375 0.273
C -5.516 -3.632 -0.918
O -5.203 -4.739 -1.317
C -5.183 -2.262 -1.497
H -0.432 -1.510 1.947
H -0.209 -3.125 1.306
H -1.773 -2.359 1.102
H 0.872 -1.407 -0.035
H -0.433 -2.191 -2.299
H -1.095 -3.355 -1.143
H 0.632 -3.238 -1.370
H -0.203 0.216 -1.309
H -0.845 0.358 0.326
H -2.503 -1.416 -1.374
H -1.918 1.383 -2.328
H -3.445 0.558 -2.706
H -1.924 -0.127 -3.252
H -2.918 -0.044 0.916
H -3.221 1.275 -0.192
H -4.001 -2.065 0.262
H -6.969 -1.418 0.275
H -5.989 -1.868 1.709
H -5.901 -3.991 1.002
H -4.429 -2.257 -2.270
H -6.150 -1.885 -1.838
C 4.928 0.028 0.452
C 5.106 -0.830 1.702
C 3.671 -0.953 2.194
O 2.840 -0.913 1.029
C 3.615 -0.500 -0.102
H 5.749 -0.055 -0.258
H 4.826 1.077 0.732
H 5.501 -1.812 1.433
H 5.767 -0.389 2.446
H 3.401 -0.113 2.844
H 3.480 -1.882 2.733
H 3.774 -1.367 -0.754
H 3.055 0.253 -0.660
C 3.355 5.656 0.160
C 2.385 4.558 0.588
C 3.196 3.303 0.298
O 4.567 3.656 0.494
C 4.691 5.076 0.605
H 3.147 6.625 0.610
H 3.336 5.773 -0.925
H 2.177 4.635 1.657
H 1.436 4.577 0.054
H 3.065 2.974 -0.739
H 2.944 2.471 0.959
H 4.906 5.329 1.649
H 5.527 5.409 -0.010

Entry 6:
79
Properties=species:S:1:pos:R:3 method="wB97M-V/def2-TZVPD" total_charge=+2 lumo_energy_ev="-6.3 / -8.2" fmax_ev_per_a=2.6 e_above_lowest_kcal_mol=56.55 spin_multiplicity=3
Mo 0.295 -0.075 0.453
C -0.051 3.140 0.497
P 0.748 1.978 -0.710
C 2.529 2.215 -0.753
C 3.230 1.160 -1.344
C 4.593 1.266 -1.541
C 5.256 2.415 -1.136
C 4.566 3.452 -0.528
C 3.197 3.365 -0.338
C 0.113 2.646 -2.271
C -1.041 2.107 -2.829
C -1.615 2.724 -3.926
C -1.045 3.875 -4.453
C 0.115 4.400 -3.901
C 0.704 3.786 -2.810
C -1.326 2.428 0.822
C -2.582 2.855 1.103
C -3.402 1.690 1.339
C -2.514 0.549 1.149
C -2.825 -0.854 0.682
P -1.543 -1.250 -0.612
C -1.028 -2.971 -0.359
C 0.352 -3.192 -0.324
C 0.852 -4.467 -0.150
C -0.030 -5.532 -0.036
C -1.400 -5.324 -0.105
C -1.908 -4.045 -0.259
C -2.348 -1.282 -2.248
C -1.465 -1.461 -3.315
C -1.946 -1.570 -4.603
C -3.311 -1.502 -4.839
C -4.185 -1.301 -3.784
C -3.714 -1.186 -2.486
N -1.274 1.044 0.769
H -0.237 4.132 0.072
H 0.589 3.234 1.386
H 2.684 0.270 -1.669
H 5.143 0.471 -2.017
H 6.317 2.507 -1.305
H 5.101 4.337 -0.217
H 2.660 4.182 0.127
H -1.475 1.211 -2.393
H -2.513 2.315 -4.364
H -1.504 4.365 -5.298
H 0.558 5.295 -4.311
H 1.612 4.186 -2.379
H -2.926 3.869 1.168
H -4.465 1.686 1.176
H -3.851 -0.931 0.319
H -2.700 -1.598 1.479
H 1.049 -2.346 -0.479
H 1.917 -4.636 -0.116
H 0.363 -6.524 0.110
H -2.068 -6.170 -0.048
H -2.975 -3.882 -0.315
H -0.400 -1.515 -3.113
H -1.263 -1.714 -5.424
H -3.691 -1.600 -5.844
H -5.245 -1.239 -3.971
H -4.425 -1.029 -1.689
C 4.057 0.229 5.206
C 3.383 -0.525 4.078
O 2.197 0.234 3.721
P 1.035 -0.211 2.741
O 1.690 -0.839 1.439
Te -2.862 0.844 3.387
O 0.368 -1.576 3.286
C -0.147 -1.672 4.621
C -0.769 -3.044 4.799
H 5.032 -0.203 5.413
H 3.462 0.190 6.114
H 4.186 1.272 4.933
H 3.104 -1.537 4.382
H 4.028 -0.590 3.198
H -0.905 -0.889 4.775
H 0.664 -1.509 5.336
H -1.461 -3.251 3.984
H -1.311 -3.065 5.741
H -0.006 -3.818 4.808